Below is C5H10O2 as an isolated structure, with properties calculated with ωB97M-V/def2-TZVPD.

The value obtained for the HOMO energy is -9.484 eV. The calculation puts the largest force on an atom at 3.2 eV Å⁻¹. The value obtained for the energy is -346.864970 a.u.

Last column: Mulliken charge in e.
Element x y z (Å)
1 O 2.45360 0.04025 0.76309  -0.513
2 C 1.51690 -0.53953 -0.12280  -0.672
3 C 0.14744 -0.43943 0.51371  0.289
4 C -0.39559 1.01290 0.62584  -0.727
5 C -1.70374 0.90274 -0.17175  -0.297
6 O -2.09784 -0.40389 -0.11024  -0.359
7 C -0.93914 -1.07707 -0.36674  -0.558
8 H 3.30263 0.08702 0.30886  0.309
9 H 1.49401 -0.01511 -1.09038  0.348
10 H 1.75560 -1.59756 -0.31999  0.324
11 H 0.21930 -0.90251 1.51011  0.372
12 H -0.50003 1.32948 1.67063  0.287
13 H 0.26297 1.73396 0.13834  0.302
14 H -1.14428 0.79765 -1.49671  0.129
15 H -2.55816 1.55748 0.06536  0.348
16 H -0.68724 -0.32286 -1.62696  0.083
17 H -1.12644 -2.16353 -0.29036  0.335

=====

Below is a 2-piece molecular cluster, C5H10O2 overall, with properties calculated with ωB97M-V/def2-TZVPD.

As for the SMILES: C/C=C/OC.C=O. The value obtained for the HOMO energy is -8.629 eV. The calculation puts the largest force on an atom at 1.3 eV Å⁻¹. The value obtained for the energy is -346.908346 a.u.

Last column: Mulliken charge in e.
Element x y z (Å)
1 C 1.68993 -0.93130 -1.34926  -0.765
2 C 0.90797 -1.25704 1.95709  -0.090
3 O 0.70132 -0.22717 2.54406  -0.436
4 C -1.14035 0.71000 0.15264  0.040
5 C -2.16901 1.76153 0.03753  -1.222
6 C -0.40400 0.22898 -0.83915  -0.055
7 O 0.44914 -0.81481 -0.63855  -0.287
8 H 2.30253 -0.01489 -1.36220  0.330
9 H 2.29778 -1.74833 -0.91659  0.244
10 H 1.38259 -1.21460 -2.35372  0.342
11 H 0.08540 -1.93654 1.68072  0.273
12 H 1.93625 -1.57932 1.70433  0.226
13 H -1.02125 0.31444 1.14356  0.248
14 H -3.17540 1.43633 0.32359  0.289
15 H -1.95544 2.60677 0.69708  0.284
16 H -2.17523 2.10959 -0.99085  0.319
17 H -0.50043 0.60022 -1.85864  0.260

=====

Below is a 2-piece molecular cluster, C5H10O2 overall, with properties calculated with ωB97M-V/def2-TZVPD.

As for the SMILES: C=C1CCCO1.O. The value obtained for the HOMO energy is -8.502 eV. The calculation puts the largest force on an atom at 1.0 eV Å⁻¹. The value obtained for the energy is -346.945123 a.u.

Last column: Mulliken charge in e.
Element x y z (Å)
1 O -2.59629 -0.93750 1.23615  -0.678
2 C -0.12767 -1.02651 1.58020  -0.561
3 C 0.11286 -0.33099 0.47263  0.018
4 C 0.66290 1.07002 0.35112  -0.486
5 C 0.70098 1.29859 -1.16025  -0.486
6 C 0.79835 -0.13150 -1.69122  -0.450
7 O 0.05880 -0.92664 -0.76756  -0.384
8 H -2.47030 -1.78872 0.79919  0.324
9 H -0.29259 -2.09651 1.53971  0.343
10 H -0.24817 -0.54021 2.54104  0.224
11 H -1.91453 -0.39194 0.80425  0.444
12 H 1.67549 1.02281 0.76361  0.256
13 H 0.11557 1.84040 0.90290  0.288
14 H 1.54646 1.91587 -1.47322  0.305
15 H -0.22446 1.77017 -1.50546  0.273
16 H 1.84021 -0.48046 -1.70957  0.270
17 H 0.36237 -0.26688 -2.68353  0.300

=====

Below is a 2-piece molecular cluster, C5H10O2 overall, with properties calculated with ωB97M-V/def2-TZVPD.

As for the SMILES: C=C(C)O.C=CO. The value obtained for the HOMO energy is -8.746 eV. The calculation puts the largest force on an atom at 0.5 eV Å⁻¹. The value obtained for the energy is -346.926801 a.u.

Last column: Mulliken charge in e.
Element x y z (Å)
1 C 1.20094 2.37697 -1.12012  -0.764
2 C 1.99389 1.34909 -0.89899  0.128
3 O 2.54092 1.13590 0.33332  -0.503
4 H 0.75287 2.53298 -2.08839  0.254
5 H 1.10808 3.12823 -0.34900  0.240
6 H 2.26626 0.65093 -1.68146  0.301
7 H 3.03389 0.31142 0.29890  0.340
8 C -2.02580 -0.29027 -0.54756  -0.880
9 C -1.52928 -1.12061 0.35692  0.752
10 O -2.21906 -1.30360 1.53218  -0.534
11 C -0.23260 -1.84084 0.22283  -1.095
12 H -1.54517 -0.22612 -1.51159  0.248
13 H -2.88821 0.30470 -0.28660  0.269
14 H -2.11072 -2.21793 1.84107  0.321
15 H 0.28805 -1.62093 -0.70586  0.252
16 H 0.40299 -1.56549 1.05960  0.280
17 H -0.36876 -2.92584 0.25651  0.390

=====

Below is a single C5H10O2 molecule, with properties calculated with ωB97M-V/def2-TZVPD.

The value obtained for the HOMO energy is -8.341 eV. The calculation puts the largest force on an atom at 0.6 eV Å⁻¹. The value obtained for the energy is -346.857244 a.u.

Last column: Mulliken charge in e.
Element x y z (Å)
1 C 0.39960 0.41458 2.55742  -0.738
2 O -0.33752 0.45225 1.36233  -0.297
3 C 0.47366 0.31170 0.22480  -0.811
4 C -0.41553 0.34888 -1.01277  0.493
5 C 0.33225 -0.02918 -2.27679  -1.440
6 C -1.27818 -1.65685 -0.26121  -0.275
7 O -1.57304 -0.50894 -0.79778  -0.285
8 H 0.97038 -0.52078 2.65972  0.310
9 H -0.31435 0.48385 3.38060  0.245
10 H 1.10086 1.26005 2.62083  0.296
11 H 1.02890 -0.63658 0.26235  0.424
12 H 1.19365 1.14278 0.15069  0.509
13 H -0.86759 1.33984 -1.10214  0.294
14 H -0.35286 -0.10718 -3.12578  0.369
15 H 1.07458 0.74239 -2.50853  0.378
16 H 0.84581 -0.98864 -2.15256  0.361
17 H -2.28062 -2.04816 0.01884  0.168

=====

Below is a single C5H10O2 molecule, with properties calculated with ωB97M-V/def2-TZVPD.

As for the SMILES: CC[C@@H](O)CC=O. The value obtained for the HOMO energy is -9.803 eV. The calculation puts the largest force on an atom at 0.5 eV Å⁻¹. The value obtained for the energy is -346.974756 a.u.

Last column: Mulliken charge in e.
Element x y z (Å)
1 C -2.40915 -0.40810 -0.16213  -1.278
2 C -1.10398 0.12368 -0.74902  -0.354
3 C 0.12307 -0.15346 0.12487  -0.099
4 O 0.61462 -1.46847 -0.10645  -0.542
5 C 1.24163 0.87393 -0.08471  -0.596
6 C 2.54592 0.33694 0.46138  0.024
7 O 3.57626 0.32140 -0.16636  -0.484
8 H -3.20518 -0.43275 -0.91381  0.366
9 H -2.27645 -1.42418 0.22503  0.318
10 H -2.75054 0.22659 0.66373  0.335
11 H -0.90070 -0.35987 -1.71368  0.314
12 H -1.18893 1.19560 -0.96366  0.322
13 H -0.15533 -0.16805 1.18655  0.299
14 H 0.95983 -1.50194 -1.00933  0.375
15 H 0.99541 1.81407 0.43087  0.386
16 H 1.38289 1.10314 -1.14875  0.291
17 H 2.49208 -0.06543 1.49771  0.324

=====

What is the energy in the fourth record? -346.926801 a.u.